ORCA calculation (ωB97M-V/def2-TZVPD) on a 2-piece molecular cluster, C2H7NS2 overall in a non-equilibrium geometry.

The net charge is -1. Its expectation value of S² is 0.75. For the maximum force, the calculation gives 4.27 eV/Å. Its spin multiplicity is 2. The energy relative to the best compared isomer or geometry (same formula, charge and spin) comes out at 2.315 eV.

Each line ends with the Mulliken charge.
Atoms and positions in Å:
S -2.38051 0.01545 -1.32956  -0.50
H 2.10306 -0.19779 -1.88852  0.25
H -2.33772 -0.17070 1.11043  0.10
N 0.74377 0.25641 1.20449  -0.36
H 0.97675 1.00264 -1.44279  0.20
H 1.29993 -1.47235 0.16500  0.27
H 0.59889 -0.26075 2.05090  0.23
H 0.40287 1.19031 1.31949  0.16
H -2.13508 -1.17827 -0.69362  0.03
C 1.65294 0.26759 -1.05833  -0.88
C 1.15350 -0.38905 0.05956  0.13
S -2.07839 0.93651 0.50295  -0.63



ORCA calculation (ωB97M-V/def2-TZVPD) on a 4-piece molecular cluster, C39H52BrClF3N3O12S2 overall.

The calculation puts the electronic energy at -6714.2728 Eh. Its structure (SMILES) is CC(C)CC[C@]1(C)OS(=O)(=O)[C@@](CCCO)(C[C@@H](C)Br)[C@](F)(S(=O)(=O)F)[C@@]1(C[C@@H](C)Cl)[C@@H](C)F.O=[N+]([O-])c1ccccc1.O=[N+]([O-])c1ccccc1.O=[N+]([O-])c1ccccc1. For the maximum force, the calculation gives 0.56 eV/Å. Its spin multiplicity is 1.

Each line ends with the Mulliken charge.
Atoms and positions in Å:
H 6.07950 3.11234 -1.07684  0.44
Br -1.29521 -4.96096 -0.48189  -0.10
O -11.19954 1.78410 2.50743  -0.61
C -3.93701 -3.03421 2.55973  -0.17
C 1.86195 -1.53299 -0.32714  3.65
H 2.67312 1.40589 -2.94366  0.53
H -2.12650 -1.77540 -3.10106  0.86
H 0.92051 -3.31343 -2.43624  0.55
C -3.41865 -2.55280 3.75178  -0.49
C -4.26854 -2.20494 4.79432  -0.59
C -6.71572 1.09855 0.64800  -0.71
C -7.76968 1.92360 0.27607  -0.53
C 7.73434 6.79479 0.10100  -0.38
H -3.29401 -3.30895 1.73517  0.53
H 4.65948 2.54794 -2.98006  0.31
O -10.34408 0.34402 3.85392  -0.61
H -5.79505 1.08905 0.07870  0.44
H 8.97038 7.00068 1.83297  0.37
O -7.08218 -3.66473 1.06082  -0.64
H 2.32632 -4.08052 2.04905  0.39
H 4.83995 8.00256 2.36356  0.38
H 2.46539 0.40301 0.52152  0.78
C -8.00728 0.25762 2.49732  -0.48
C 1.64005 -3.34121 1.63038  -1.80
H 4.94598 2.34127 0.05238  0.30
C -9.04156 1.08563 2.10451  0.03
H 2.34484 1.67971 -1.25992  0.28
C 0.25928 -1.32148 -0.48575  -0.25
C 2.40450 -0.62872 0.84079  -3.25
H -6.30558 -2.06064 5.46518  0.42
H 3.34663 -1.55151 2.56285  0.59
H -2.02729 -4.00893 -2.62654  0.63
H 4.40661 7.45623 -0.01974  0.45
H -4.75128 -1.66331 -2.36127  0.42
C 6.44886 6.93679 -0.38659  0.17
C -5.31025 -3.14787 2.44341  -0.02
H -6.01584 -0.37388 2.03783  0.49
C 3.53705 3.84484 -1.73927  -1.60
H 5.75368 -1.36485 1.87825  0.56
O 0.63418 1.38861 0.19672  -0.74
H -3.08314 -2.89637 -1.15590  0.18
O -5.09002 -3.95407 0.30301  -0.58
H -7.67522 2.57036 -0.58532  0.40
H -9.77979 2.55290 0.73516  0.47
H 0.14901 -5.01540 -3.94246  0.40
H 3.98581 -2.19024 -3.11348  0.65
S -0.21546 0.28959 0.46401  1.01
C -5.64522 -2.33646 4.65452  -0.38
F -0.35504 -2.21851 0.34046  -0.25
C 5.34262 2.31357 -0.96430  -1.43
O 7.11303 6.19992 -2.46659  -0.62
O 1.89925 -1.07433 -2.93493  -0.47
H 4.86847 -2.71433 1.23176  0.34
H 1.62296 -0.62111 1.60152  0.44
H -0.28419 -2.85880 -3.56245  1.11
H -2.04388 -0.25148 -2.28667  0.98
O 0.05354 -0.83532 -4.40290  -0.81
C 3.66427 -0.97562 1.69713  0.35
H -5.01262 -1.47197 -0.62852  0.22
H 3.00948 -3.34701 -2.21976  0.32
H -2.70777 -1.56531 -0.10784  -0.20
H 8.52578 6.45200 -0.54799  0.46
H 5.26086 -1.33300 0.19727  0.19
H 0.66480 -3.81276 1.55728  0.32
H 5.87500 1.36596 -1.07707  0.32
H -2.34845 -2.44398 3.86189  0.45
C 2.71468 -1.23389 -1.69645  0.58
C -0.49599 -5.40222 -3.15106  -1.42
O 5.05691 6.77245 -2.21154  -0.63
H 0.10467 -6.09228 -2.55958  0.33
N -10.29342 1.07097 2.88303  1.02
H -3.85611 -1.82452 5.71926  0.41
H -1.31709 -5.96289 -3.59347  0.40
C -2.96128 -1.81285 -1.13577  0.60
F -1.59622 0.64998 -0.12611  -0.12
C 3.66328 -0.01262 -1.69162  -0.25
H 4.36249 -0.21438 -2.51113  0.71
C 3.57550 -2.42782 -2.13302  -2.12
H 4.40591 -2.59479 -1.45373  0.39
H 3.30917 3.94803 -0.67275  0.38
H -7.24324 -2.91568 3.32941  0.55
O 0.28100 0.79803 -2.56550  -0.54
H -8.12019 -0.37958 3.36123  0.51
N 6.18797 6.61610 -1.80120  1.09
H 4.17275 4.67165 -2.05116  0.36
C -8.94778 1.92104 1.00647  -0.43
C -1.91002 -1.31744 -2.12968  -2.70
H 7.12415 7.77839 3.27978  0.38
C 2.12889 -2.97356 0.23218  -1.18
H 4.26634 0.00219 -0.79223  -0.57
C 6.93252 7.53805 2.24254  -0.43
S 0.43257 -0.53174 -3.05816  1.36
F 1.65289 -3.98588 -0.60371  -0.35
C -6.83838 0.27083 1.75531  -0.02
N -5.87655 -3.62896 1.16942  1.05
H 3.20336 -3.09362 0.20407  1.07
C 4.21669 2.48926 -1.97950  0.64
C 4.94825 -1.62607 1.19219  -1.43
H 2.58028 3.89993 -2.26406  0.42
C -6.17684 -2.81324 3.46731  -0.51
C -0.40047 -1.62774 -1.90007  2.12
C 7.97178 7.10200 1.43100  -0.43
Cl 4.11031 0.60551 2.47530  -0.20
C 5.64861 7.66666 1.72938  -0.50
H 1.56304 -2.51107 2.32565  0.40
H -4.14120 0.45352 -2.45783  0.32
C 3.12842 1.39438 -1.95324  -0.89
O -4.35182 0.20187 -1.55355  -0.50
C 5.39663 7.36533 0.40054  -0.32
C -1.02659 -4.25439 -2.27622  -0.24
C -0.12050 -3.03498 -2.49349  -2.18
O -0.46750 -0.15662 1.79498  -0.67
C -4.33923 -1.22142 -1.44871  -0.91